[1]
Density functional theory data (wB97M-V/def2-TZVPD) for a structure of composition C8H13N2O7Rh.

Cartesian coordinates (Å):
Rh: 0.427 0.653 -0.193
O: 1.027 -1.626 -0.605
C: -0.179 -2.273 -1.037
C: -1.324 -1.962 -0.086
N: -1.532 -0.515 0.145
C: -1.812 -0.238 1.559
C: -0.544 -0.490 2.396
O: -0.638 -0.817 3.555
O: 0.569 -0.329 1.732
C: -2.451 0.088 -0.826
C: -1.742 0.325 -2.170
O: -2.373 0.332 -3.197
O: -0.452 0.515 -2.067
H: 1.136 -1.795 0.347
H: -0.365 -1.915 -2.045
H: -0.027 -3.354 -1.071
H: -2.245 -2.412 -0.470
H: -1.114 -2.426 0.879
H: -2.088 0.814 1.664
H: -2.630 -0.847 1.950
H: -3.341 -0.525 -0.983
H: -2.771 1.062 -0.450
N: 2.697 0.705 0.061
C: 3.161 2.098 -0.055
C: 2.043 3.088 0.273
O: 2.286 4.246 0.481
O: 0.832 2.564 0.266
H: 2.775 0.360 1.014
H: 3.201 0.081 -0.556
H: 3.454 2.284 -1.088
H: 4.019 2.312 0.580

Forces on atoms 1 to 2 (eV/Å):
-0.0268 0.0407 0.0960
0.0149 -0.0169 -0.0086

* HOMO-LUMO gap (alpha / beta): 9.5 / 7.4 eV
* largest force on an atom: 0.002 hartree/bohr
* HOMO level (alpha / beta): -9.4 / -10.0 eV
* ΔE to the lowest compared entry with this formula, charge and spin: 0.0 kJ/mol
* spin multiplicity: 5
* E_LUMO (alpha / beta): 0.10 / -2.60 eV

Atom charges from the Mulliken analysis, given in e for atoms 1 to 6: Rh 1.18; O -0.45; C -0.62; C -0.89; N 0.28; C -0.49

---

[2]
Density functional theory data (wB97M-V/def2-TZVPD) for the ion C8H13N2S with charge +1.

Cartesian coordinates (Å):
C: -4.746 0.775 -0.462
C: -2.555 0.767 -0.105
C: -2.769 -0.564 0.145
C: -1.137 1.263 0.144
C: -1.549 -1.248 0.352
C: 1.417 -1.399 0.283
C: 1.707 1.080 -0.193
C: 0.829 -0.143 -0.307
N: -3.686 1.452 -0.443
N: -0.416 0.054 0.448
S: -4.477 -0.917 -0.038
H: -5.665 1.376 -0.658
H: -0.652 1.671 -0.707
H: -1.306 2.092 0.860
H: -1.534 -1.927 1.241
H: -1.049 -1.830 -0.433
H: 1.715 -1.165 1.415
H: 0.721 -2.259 0.330
H: 2.267 -1.685 -0.204
H: 2.053 1.233 0.788
H: 1.219 1.919 -0.589
H: 2.643 0.849 -0.752
H: 0.601 -0.394 -1.335
H: -0.165 0.260 1.375

Forces on atoms 1 to 2 (eV/Å):
-2.1092 0.6681 -0.2722
-1.7586 6.2949 -2.3995

* HOMO-LUMO gap (alpha / beta): 6.3 / 7.2 eV
* largest force on an atom: 0.135 hartree/bohr
* HOMO level (alpha / beta): -9.1 / -13.8 eV
* ΔE to the lowest compared entry with this formula, charge and spin: 119.4 kJ/mol
* charge: +1
* spin multiplicity: 3
* E_LUMO (alpha / beta): -2.80 / -6.52 eV

Atom charges from the Mulliken analysis, given in e for atoms 1 to 6: C -0.15; C -0.46; C 0.33; C -0.27; C 0.04; C -1.30

---

[3]
Density functional theory data (wB97M-V/def2-TZVPD) for a structure of composition C8H13N3.

Cartesian coordinates (Å):
C: -0.819 1.698 -0.438
C: -1.103 0.674 0.612
C: -2.543 -0.019 0.436
C: -1.056 -1.339 -0.748
C: -0.189 -0.599 0.366
C: 1.267 -0.347 0.119
C: 2.229 -0.544 1.045
C: 3.097 0.217 -1.001
H: -1.935 2.328 -0.706
H: -0.182 1.381 -1.155
H: -0.483 2.908 0.200
H: -0.860 1.210 1.908
H: -2.841 -0.736 1.292
H: -3.291 0.629 0.719
H: -3.083 -1.257 -0.732
H: -0.902 -2.230 -0.583
H: -0.326 -1.159 -1.718
H: -0.024 -1.082 1.190
H: 2.179 -0.942 1.907
H: 4.511 -0.292 0.666
H: 3.692 0.291 -1.892
N: -2.376 -0.761 -0.796
N: 3.339 -0.122 0.337
N: 1.696 0.093 -1.027

Forces on atoms 1 to 2 (eV/Å):
-5.2775 7.6452 4.5576
0.2760 -0.8216 4.0569

* HOMO-LUMO gap: 9.1 eV
* largest force on an atom: 0.205 hartree/bohr
* HOMO level: -8.5 eV
* ΔE to the lowest compared entry with this formula, charge and spin: 809.8 kJ/mol
* spin multiplicity: 1
* E_LUMO: 0.60 eV

Atom charges from the Mulliken analysis, given in e for atoms 1 to 6: C -1.26; C 0.45; C -0.99; C -1.02; C -0.68; C 0.56